No. 1
The following is a quantum chemistry calculation of a 4-piece molecular cluster, C55H53N3O12P3 overall in a non-equilibrium geometry, from the Open Molecules 2025 dataset.

CARTESIAN COORDINATES (ANGSTROEM)
C1 3.34157 2.64752 1.32454
C2 2.44691 2.38674 0.13642
N1 1.58970 3.19383 -0.25513
C3 2.62166 1.12312 -0.64002
C4 1.33057 0.76824 -1.27243
N2 1.17044 0.46556 -2.49758
C5 -0.23223 0.22646 -2.87467
P1 -0.77475 -1.54586 -3.08801
P2 -2.68260 -1.83301 -2.10947
O1 -3.55138 -0.67833 -2.18708
O2 -3.31917 -3.05815 -2.92171
O3 -2.47928 -2.41001 -0.60340
C6 -0.93122 1.12585 -1.82998
P3 -0.88401 2.99602 -2.12749
C7 0.31489 3.37654 -3.47107
O4 -2.35545 3.40506 -2.78192
C8 -0.04749 0.67748 -0.63775
O5 -0.29746 1.21382 0.61379
C9 -0.50269 0.29302 1.68643
C10 0.72370 -0.43831 2.23360
N3 1.18732 -1.63066 1.49714
C11 1.47451 -2.77302 2.37686
C12 0.83523 -4.07374 1.92525
C13 1.06589 -4.38853 0.44083
O6 -0.55434 -4.11848 2.22342
H1 2.87688 2.22088 2.20809
H2 4.33114 2.24124 1.13718
H3 3.45561 3.70950 1.49042
H4 1.58077 4.02653 0.32441
H5 3.02139 0.31124 -0.04566
H6 3.29463 1.39192 -1.45125
H7 1.90716 0.44228 -3.19565
H8 -0.38672 0.68513 -3.84572
H9 0.10631 -2.32854 -2.31974
H10 -4.00074 -3.45376 -2.35283
H11 -2.47998 -3.38039 -0.67427
H12 -1.99489 0.98883 -1.65676
H13 1.30022 3.01214 -3.20127
H14 0.06583 2.86163 -4.40071
H15 0.41081 4.43878 -3.63994
H16 -2.43234 3.04624 -3.68011
H17 -0.31178 -0.38591 -0.54652
H18 -0.86403 0.90033 2.50688
H19 -1.29643 -0.42482 1.47115
H20 0.48117 -0.68061 3.26074
H21 1.56233 0.25834 2.29904
H22 1.98665 -1.38027 0.94277
H23 1.21298 -2.59160 3.41317
H24 2.54713 -2.96925 2.35169
H25 1.31505 -4.86577 2.48611
H26 1.66788 -3.65204 -0.07630
H27 1.55988 -5.34702 0.34479
H28 0.10291 -4.51901 -0.03551
H29 -0.93311 -3.36642 1.74417
C14 2.74800 -0.68901 11.96435
C15 3.92392 -1.31055 11.55666
C16 3.93387 -2.10388 10.42278
C17 2.76470 -2.28923 9.69647
C18 1.57853 -1.68298 10.11908
C19 1.57833 -0.87477 11.24834
C20 0.30442 -1.90552 9.38246
O7 -0.72531 -1.37637 9.74250
C21 0.32217 -2.80228 8.19218
C22 -0.86586 -3.06824 7.52235
C23 -0.86247 -3.88840 6.40769
C24 0.33029 -4.44147 5.95133
C25 1.51544 -4.18357 6.61787
C26 1.51531 -3.37119 7.74464
C27 2.79452 -3.13059 8.46970
O8 3.83303 -3.61368 8.06885
H30 2.74505 -0.06265 12.84637
H31 4.83391 -1.17313 12.12525
H32 4.84806 -2.58349 10.10212
H33 0.66274 -0.39664 11.56720
H34 -1.79121 -2.63574 7.87684
H35 -1.78892 -4.09832 5.88959
H36 0.33091 -5.07638 5.07450
H37 2.44304 -4.61569 6.26779
C28 -4.25329 4.79159 -0.29174
C29 -5.00963 3.81076 -0.92595
C30 -6.06032 4.17311 -1.74882
C31 -6.36456 5.51672 -1.93370
C32 -5.61701 6.49800 -1.27896
C33 -4.55260 6.12963 -0.46572
C34 -5.95579 7.94084 -1.42735
O9 -5.30171 8.79225 -0.86232
C35 -7.11956 8.31003 -2.27861
C36 -7.48721 9.64488 -2.38640
C37 -8.55912 10.00404 -3.18449
C38 -9.26444 9.03191 -3.88646
C39 -8.90605 7.69958 -3.77919
C40 -7.83958 7.33201 -2.96920
C41 -7.48752 5.89170 -2.83777
O10 -8.10152 5.04161 -3.44790
H38 -3.42617 4.50368 0.34477
H39 -4.77656 2.76460 -0.77640
H40 -6.64954 3.41517 -2.24619
H41 -3.96508 6.89011 0.02950
H42 -6.93664 10.40009 -1.84313
H43 -8.84703 11.04389 -3.26309
H44 -10.09789 9.31606 -4.51498
H45 -9.45605 6.94256 -4.32047
C42 7.05626 -6.46724 -6.39071
C43 6.97153 -6.37753 -5.00519
C44 6.05693 -5.52057 -4.41866
C45 5.22927 -4.74003 -5.21562
C46 5.33061 -4.81405 -6.60926
C47 6.23892 -5.68753 -7.19098
C48 4.48739 -3.95368 -7.48322
O11 4.56620 -4.01516 -8.68922
C49 3.53994 -2.99919 -6.83493
C50 2.77959 -2.14432 -7.62722
C51 1.88814 -1.26424 -7.03856
C52 1.75036 -1.24529 -5.65437
C53 2.50799 -2.08874 -4.86414
C54 3.41110 -2.96208 -5.44838
C55 4.24063 -3.83814 -4.57423
O12 4.10601 -3.80230 -3.36593
H46 7.76618 -7.14443 -6.84597
H47 7.62000 -6.97983 -4.38341
H48 5.98703 -5.45437 -3.34204
H49 6.30810 -5.75335 -8.26772
H50 2.88966 -2.16818 -8.70239
H51 1.29974 -0.59722 -7.65421
H52 1.04936 -0.56249 -5.18982
H53 2.40438 -2.07183 -3.78506

## Properties
- net charge = +1
- E_LUMO (eV) = -3.71
- electronic energy (hartree) = -4218.7301
- spin multiplicity = 1
- HOMO energy (Ha) = -0.3994

No. 2
The following is a quantum chemistry calculation of C55H59AsHfN5OS as an isolated structure in a non-equilibrium geometry, from the Open Molecules 2025 dataset.

CARTESIAN COORDINATES (ANGSTROEM)
Hf1 -0.13397 0.04009 0.28448
C1 -2.31430 1.66415 -5.36422
C2 -3.29000 1.12335 -4.30900
C3 -2.74525 1.29104 -2.92677
C4 -2.86463 2.38734 -2.11497
C5 -3.60661 3.65565 -2.39081
C6 -4.92406 3.75673 -1.61171
C7 -2.11227 2.10641 -0.91468
N1 -1.56736 0.85684 -1.01086
C8 -1.89298 0.34651 -2.23972
C9 -1.41199 -0.85366 -2.76424
C10 -0.47877 -1.73757 -2.21016
C11 -0.03541 -2.98385 -2.78969
C12 -0.44071 -3.46353 -4.14676
C13 0.39645 -2.79512 -5.24826
C14 0.85676 -3.54173 -1.91133
C15 0.98362 -2.61835 -0.79892
C16 1.78286 -2.76673 0.34291
C17 1.83379 -1.97961 1.50378
N2 1.16854 -0.79616 1.68366
C18 1.43503 -0.33626 2.94026
C19 0.98076 0.88369 3.45015
C20 0.15339 1.81564 2.82284
N3 -0.50246 1.61051 1.63495
C21 -1.16421 2.76872 1.31654
C22 -1.91368 2.97810 0.15724
C23 -0.94664 3.73863 2.36341
C24 -0.13312 3.14983 3.29551
C25 0.39080 3.76545 4.55394
C26 -0.65440 3.77905 5.67609
C27 -1.51342 5.12234 2.38664
C28 -3.01143 5.14278 2.71989
C29 2.28826 -1.28350 3.61304
C30 2.54885 -2.29376 2.72548
C31 3.33886 -3.53911 2.98914
C32 2.54745 -4.55231 3.83853
C33 2.82278 -1.11339 4.99942
C34 4.07834 -0.22655 5.00705
N4 0.15753 -1.55535 -1.02029
C35 1.53980 -4.87015 -2.04099
C36 0.55264 -6.04706 -2.01533
H1 -2.69460 1.47990 -6.36899
H2 -1.33951 1.18433 -5.26740
H3 -2.17424 2.73842 -5.24197
H4 -3.48952 0.06851 -4.50452
H5 -4.24085 1.65243 -4.38656
H6 -3.82218 3.71613 -3.45802
H7 -2.96956 4.50818 -2.14369
H8 -5.59152 2.93671 -1.87906
H9 -5.42808 4.69469 -1.84462
H10 -4.75389 3.71418 -0.53523
H11 -1.79562 -1.12454 -3.73934
H12 -1.49934 -3.24888 -4.30707
H13 -0.31793 -4.54200 -4.22046
H14 0.41565 -1.71151 -5.12660
H15 -0.01484 -3.03160 -6.22983
H16 1.42567 -3.15293 -5.21474
H17 2.43181 -3.63204 0.34605
H18 1.34207 1.14905 4.43477
H19 -2.37295 3.95294 0.05865
H20 0.70187 4.79037 4.34261
H21 1.27790 3.22933 4.89113
H22 -1.47403 4.45869 5.44140
H23 -0.20480 4.10619 6.61386
H24 -1.07669 2.78352 5.82448
H25 -1.34426 5.59877 1.41822
H26 -0.97854 5.71095 3.13334
H27 -3.58890 4.58040 1.98600
H28 -3.37674 6.16952 2.73769
H29 -3.19390 4.69820 3.69884
H30 4.26410 -3.27795 3.50512
H31 3.62720 -3.99961 2.04424
H32 2.61952 -4.31732 4.90038
H33 2.92915 -5.56345 3.69324
H34 1.49271 -4.53997 3.56759
H35 3.06090 -2.08833 5.42627
H36 2.05297 -0.67028 5.63519
H37 4.93301 -0.75558 4.58544
H38 4.32976 0.07407 6.02441
H39 3.91874 0.67014 4.40708
H40 2.26315 -4.99600 -1.23462
H41 2.10577 -4.89620 -2.97521
H42 -0.13581 -5.95232 -1.17859
H43 1.08842 -6.99234 -1.91933
H44 -0.04187 -6.09344 -2.92525
S1 2.82615 0.16047 -2.84075
C37 2.00963 0.68692 -1.59884
N5 1.39029 1.08828 -0.65839
O1 -1.56176 -1.36432 1.10772
As1 -2.19690 -2.54277 2.09795
C38 -1.69543 -2.23421 3.93329
C39 -1.52893 -3.29915 4.81214
C40 -1.23201 -3.04263 6.14171
C41 -1.09923 -1.73195 6.58064
C42 -1.26017 -0.67214 5.69820
C43 -1.56509 -0.92120 4.36930
C44 -4.10846 -2.33334 1.96886
C45 -4.69817 -2.55585 0.72736
C46 -6.06697 -2.40166 0.58560
C47 -6.83660 -2.02365 1.67896
C48 -6.24335 -1.78984 2.91033
C49 -4.87198 -1.94299 3.06031
C50 -1.92894 -4.45152 1.80364
C51 -0.67902 -5.03800 1.68066
C52 -0.55361 -6.41862 1.69181
C53 -1.67887 -7.22095 1.80420
C54 -2.93166 -6.63766 1.92881
C55 -3.05782 -5.25790 1.94430
H45 -1.62668 -4.31698 4.45293
H46 -1.11020 -3.86846 6.82985
H47 -0.86953 -1.53576 7.62024
H48 -1.15401 0.34559 6.05122
H49 -1.69875 -0.10546 3.66741
H50 -4.08035 -2.84256 -0.11669
H51 -6.53078 -2.58102 -0.37527
H52 -7.90703 -1.91158 1.56634
H53 -6.84622 -1.49242 3.75796
H54 -4.39689 -1.76325 4.01740
H55 0.19418 -4.41655 1.58517
H56 0.42768 -6.86937 1.61112
H57 -1.57897 -8.29840 1.80126
H58 -3.81296 -7.25762 2.02584
H59 -4.03531 -4.81008 2.07034

## Properties
- net charge = +1
- E_LUMO (eV) = -3.65
- electronic energy (hartree) = -5162.2755
- spin multiplicity = 1
- HOMO energy (Ha) = -0.3417
- ΔE to the lowest compared entry with this formula, charge and spin (eV) = 1.047

> Number 1 is which compound?

C55H53N3O12P3

> The highest E_LUMO belongs to which entry?

C55H59AsHfN5OS